The following is a DFT calculation (the ωB97M-V functional and the def2-TZVPD basis) of the molecule C3H10NOP3.

Calculated values
- SMILES string: CC/C(=N\P)O[PH]#[PH2]
- Lowest unoccupied orbital energy: -0.02 eV
- Total charge: 0
- Maximum force: 6.27 eV Å⁻¹
- Multiplicity: 1
- Highest occupied orbital energy: -8.2 eV

Structure (XYZ):
```
18
Properties=species:S:1:pos:R:3:forces:R:3:lowdin_charge:R:1
C -0.02905 1.69683 -0.54766 -1.1 -0.7 -0.5 -0.113
C 0.73552 0.43834 -0.91342 0.3 -1.4 1.8 -0.247
C 0.54742 -0.71184 0.12547 3.7 1.8 -1.4 -0.504
N 1.62375 -1.22856 0.70381 -6.2 0.0 -0.6 -0.275
P 3.18675 -0.69889 0.49288 0.8 0.1 -0.5 0.713
O -0.72644 -1.05575 0.25001 -0.7 -0.9 1.2 -0.396
P -2.31848 -0.70381 -0.52197 2.4 0.5 0.0 0.659
P -3.50282 -0.13937 1.23349 0.7 -1.7 1.0 0.520
H -1.10022 1.61701 -0.96148 1.3 0.2 1.4 0.054
H 0.10511 1.98464 0.51357 -0.5 -0.2 -0.6 0.095
H 0.38212 2.44119 -1.16534 0.6 1.5 -0.6 0.045
H 1.80892 0.53401 -1.06058 0.0 0.7 0.2 0.034
H 0.42110 0.01724 -1.82679 -0.8 -0.3 -1.4 0.087
H 3.58964 -1.54831 1.48340 0.9 -0.2 1.2 -0.138
H 3.59055 -1.76595 -0.35313 0.1 0.2 -0.6 -0.105
H -2.44184 -2.06288 -0.43186 -0.8 -0.9 0.1 -0.104
H -3.60593 1.18908 1.01652 0.0 1.5 -0.6 -0.206
H -2.26610 -0.00299 1.96308 -0.6 -0.1 0.0 -0.119
```
Forces are in eV/Å.

***

The following is a DFT calculation (the ωB97M-V functional and the def2-TZVPD basis) of a structure of composition C28H64MgO18S7.

Calculated values
- Lowest unoccupied orbital energy: -0.17 eV
- Total charge: 0
- Maximum force: 3.07 eV Å⁻¹
- Multiplicity: 1
- Highest occupied orbital energy: -6.9 eV

Structure (XYZ):
```
118
Properties=species:S:1:pos:R:3:forces:R:3:lowdin_charge:R:1
Mg 0.61987 0.39986 -2.54102 -1.0 0.8 0.8 0.346
O -0.11418 -1.16604 -1.62634 -0.5 -0.1 0.2 -0.322
C -1.07865 -0.62410 -0.77182 1.3 0.1 0.8 -0.349
C -0.62884 0.78614 -0.22416 -1.2 1.7 -0.6 -0.348
O -0.13485 1.71712 -1.16000 0.2 -1.4 -0.7 -0.347
H -1.22189 -1.25453 0.12794 0.1 0.1 0.1 0.063
H -2.10213 -0.61542 -1.19001 0.0 0.5 -0.3 0.085
H 0.07569 0.74102 0.62887 0.0 -0.7 0.1 0.084
H -1.52497 1.32846 0.13798 -0.3 -0.8 0.8 0.072
C -2.55980 3.62264 1.56363 -0.7 -1.4 0.9 0.011
C -3.86063 3.40782 2.38163 2.2 1.5 -0.3 -0.310
C -4.46939 2.08955 2.08746 -1.0 -0.7 -1.2 -0.126
O -5.10621 1.72993 3.30742 -0.1 0.2 0.6 0.072
C -4.50208 2.42371 4.29883 1.2 0.3 -0.7 -0.555
O -4.71101 2.35517 5.45844 -0.4 -0.3 0.5 0.173
O -3.50910 3.22013 3.75902 -0.8 -0.3 0.6 0.051
H -1.93594 4.47909 1.79756 -0.5 0.3 -0.1 0.071
H -2.77953 3.46948 0.50716 0.2 0.4 -0.1 0.089
H -2.00427 2.73398 1.87216 0.4 0.2 -0.3 0.050
H -4.47468 4.31348 2.38051 -0.5 -0.4 -0.4 0.159
H -3.73608 1.33259 1.79690 0.2 0.1 0.3 0.123
H -5.20151 2.07208 1.27866 -0.2 0.2 0.2 0.144
C 0.78841 6.12416 -0.83599 0.1 0.5 0.4 -0.016
C 0.93240 5.11317 0.30969 0.3 0.0 -1.7 -0.311
C 2.31529 5.12160 1.00660 -1.0 2.0 -0.6 -0.074
O 1.96014 5.36465 2.37062 0.7 -0.3 0.7 0.055
C 0.65701 5.70518 2.51103 -0.3 -1.9 -0.8 -0.550
O 0.07313 5.90451 3.52235 0.4 0.6 0.1 0.177
O 0.04481 5.54760 1.31169 -0.5 0.1 0.6 0.046
H -0.19629 6.25771 -1.28774 -0.2 -0.9 0.2 0.085
H 1.47598 5.90589 -1.65366 0.2 0.3 0.1 0.067
H 0.92051 7.11137 -0.38033 0.7 0.0 -0.3 0.092
H 0.73268 4.11142 -0.08588 -0.6 -0.1 0.5 0.140
H 2.83715 6.02569 0.67666 0.3 -0.2 0.0 0.126
H 2.94438 4.26358 0.79385 -0.2 -0.3 0.7 0.127
C -3.67432 -5.30035 2.13266 -1.5 1.0 0.5 -0.014
C -3.11846 -3.88524 2.22685 1.3 -1.0 0.1 -0.327
C -2.67241 -3.31422 0.86901 0.1 -0.8 0.9 -0.098
O -3.48187 -2.15403 0.74371 0.6 -0.2 -1.2 0.084
C -4.25320 -1.97751 1.81026 -0.3 -0.4 0.8 -0.559
O -5.00358 -1.07648 1.96634 -0.3 0.5 -0.1 0.178
O -4.07701 -2.97218 2.72007 -0.3 0.2 -0.4 0.097
H -3.08327 -6.01458 1.56969 0.4 0.0 0.3 0.066
H -4.66055 -5.22023 1.66007 0.1 -0.1 -0.3 0.096
H -3.92942 -5.59242 3.15293 0.4 -0.6 -0.1 0.090
H -2.30515 -3.88935 2.95710 0.1 0.1 -0.2 0.134
H -2.81192 -4.09139 0.11621 -0.6 0.5 -0.5 0.128
H -1.60739 -3.10443 0.83315 -0.1 0.6 0.1 0.069
C 3.10621 -0.52238 0.59338 0.9 -0.6 -0.8 -0.224
S 3.35588 -0.51337 -1.19685 -1.3 0.9 0.3 0.937
O 2.36670 0.47241 -1.78083 2.6 -0.5 1.5 -0.559
C 4.94601 0.32576 -1.38794 -0.5 -0.1 -1.3 -0.228
H 4.02546 -1.04036 0.88067 -0.1 0.2 0.7 0.054
H 2.28542 -1.19978 0.80576 -0.1 0.1 -0.2 0.024
H 2.97808 0.46501 1.02636 0.1 0.1 -0.1 0.062
H 4.94152 1.40364 -1.23092 -0.1 -0.1 1.0 0.056
H 4.99212 0.30354 -2.48491 0.3 -0.3 0.0 0.027
H 5.76721 -0.27031 -1.00138 0.0 0.3 0.3 0.059
C 1.21683 -3.10635 -4.45887 -0.5 -0.9 -0.5 -0.236
S 1.92713 -1.52698 -4.98213 0.6 -0.7 0.2 0.924
O 1.62777 -0.51359 -3.96030 0.6 -0.7 -0.8 -0.566
C 3.66010 -2.00689 -4.73030 1.0 -1.2 0.7 -0.249
H 1.29560 -3.46480 -3.43177 0.4 0.9 0.3 0.058
H 1.63865 -3.91864 -5.06055 0.1 0.3 -0.3 0.058
H 0.15479 -3.07761 -4.70640 0.0 0.3 0.0 0.054
H 4.43809 -1.28218 -4.48196 -0.7 0.9 -0.5 0.047
H 4.04055 -2.57473 -5.58246 -0.3 0.1 -0.2 0.053
H 3.76595 -2.67227 -3.86550 -0.5 -0.1 0.0 0.054
C 1.67878 -2.95388 5.04750 -0.6 0.0 0.1 -0.244
S 1.98458 -2.16180 3.44027 -1.0 -0.8 -0.8 0.829
O 2.91061 -2.97345 2.60513 0.2 0.0 0.4 -0.554
C 0.31932 -2.57088 2.68713 -0.4 0.1 0.8 -0.224
H 1.10047 -2.20187 5.59146 0.3 0.1 0.2 0.048
H 2.60582 -3.20595 5.55719 0.2 0.4 -0.1 0.056
H 1.07382 -3.86192 5.03198 0.1 0.0 -0.5 0.052
H 0.04024 -3.57641 3.00451 0.3 -0.2 -0.2 0.037
H 0.32091 -2.50045 1.60005 0.7 0.1 0.0 0.034
H -0.50766 -1.93505 3.01364 0.3 0.3 0.2 0.035
C 3.39326 2.23722 -5.41786 0.2 -0.6 1.0 -0.234
S 2.22642 3.03692 -4.29604 -0.7 0.9 0.1 0.903
O 1.48880 2.03455 -3.49349 0.9 1.3 -0.8 -0.551
C 3.46135 3.83463 -3.20601 0.4 -0.4 -0.6 -0.218
H 2.86232 1.44093 -5.93483 -0.1 0.2 -0.2 0.050
H 4.14444 1.76278 -4.78120 0.2 0.0 -0.2 0.042
H 3.83044 2.98131 -6.07737 0.0 0.0 -0.1 0.058
H 3.95660 4.67117 -3.70321 -0.4 0.1 -0.2 0.058
H 4.26309 3.11900 -3.01689 -0.2 -0.1 0.5 0.036
H 2.94810 4.18621 -2.31698 0.0 -0.2 0.1 0.033
C -0.31779 -7.51785 -0.14296 -0.1 0.5 0.7 -0.260
S 0.15057 -5.95485 0.63457 -0.1 0.0 0.0 0.794
O 1.58377 -6.14715 1.02191 -0.7 0.8 -0.9 -0.537
C -0.12115 -4.83174 -0.84995 1.8 -0.9 -1.2 -0.248
H 0.02433 -7.70680 -1.15667 -0.1 0.4 -0.1 0.057
H -1.39747 -7.49824 0.01270 -0.1 -0.6 -0.5 0.036
H 0.16725 -8.23611 0.51581 -0.3 -0.1 0.1 0.049
H -0.18694 -3.75796 -0.68742 0.2 0.0 0.4 0.018
H -0.76786 -5.09166 -1.69803 -1.0 -0.5 1.0 0.059
H 0.79283 -5.06057 -1.42133 0.5 0.6 0.5 0.040
C -2.63810 2.29108 -3.05856 0.3 -0.9 -0.4 -0.209
S -1.98406 1.25860 -4.41491 0.0 -1.2 0.5 0.937
O -0.65274 0.68483 -4.02567 -0.8 0.5 -0.9 -0.574
C -3.06628 -0.17341 -4.17935 -0.7 0.1 0.0 -0.238
H -2.26126 3.27956 -3.30300 -0.4 0.2 0.2 0.051
H -2.24101 1.95293 -2.09938 0.4 0.0 -0.1 0.040
H -3.71589 2.13887 -3.08769 -0.1 0.6 -0.1 0.052
H -2.96678 -0.53635 -3.15588 -0.2 0.4 0.1 0.047
H -2.85514 -1.04093 -4.80337 0.5 0.4 -0.4 0.055
H -4.07222 0.16212 -4.44534 -0.1 -0.1 0.4 0.050
C 1.60185 1.73824 3.63715 0.5 0.3 -1.5 -0.275
S 0.29686 1.82283 4.91605 1.0 -0.5 -0.9 0.867
O 0.73828 0.89363 6.00412 -0.5 0.2 -0.5 -0.561
C -0.89396 0.94955 3.83854 -0.2 -1.3 0.7 -0.241
H 1.23864 2.07741 2.65790 -0.5 0.6 0.3 0.036
H 1.96204 0.75549 3.31247 -0.4 -0.4 1.0 0.011
H 2.49409 2.33591 3.82464 -0.2 0.1 0.6 0.050
H -0.60875 -0.10667 3.87601 0.2 0.1 0.3 0.022
H -0.91239 1.15695 2.76973 0.0 0.7 0.2 0.030
H -1.86941 0.99288 4.32211 -0.1 0.3 -0.2 0.049
```
Forces are in eV/Å.

***

The following is a DFT calculation (the ωB97M-V functional and the def2-TZVPD basis) of the molecule C4H7ClO2S.

Calculated values
- SMILES string: C=CS(=O)(=O)[C@H](C)Cl
- Lowest unoccupied orbital energy: 0.40 eV
- Total charge: 0
- Maximum force: 4.90 eV Å⁻¹
- Multiplicity: 1
- Highest occupied orbital energy: -10.1 eV

Structure (XYZ):
```
15
Properties=species:S:1:pos:R:3:forces:R:3:lowdin_charge:R:1
C 1.75066 -1.68769 -0.05675 1.0 -1.3 -0.6 0.002
C 0.66474 -1.55567 -0.73617 -2.4 2.2 0.7 -0.202
S -0.83618 -0.82021 0.04169 -0.5 0.6 -3.6 0.683
O -0.69282 -0.87161 1.45783 0.2 -0.1 0.6 -0.323
O -1.95187 -1.43884 -0.64589 0.4 0.2 0.6 -0.369
C -0.96879 1.19210 -0.49959 0.8 -1.6 4.6 -0.776
C -0.22817 1.78378 0.69376 1.3 -1.3 2.1 -0.205
Cl -2.60619 1.66064 -0.58013 -0.9 -0.1 -0.2 0.689
H 2.43035 -2.20916 -0.68003 1.5 -0.2 0.0 0.063
H 1.95548 -1.56062 0.95306 0.0 0.5 1.6 0.061
H 0.72904 -1.72368 -1.78196 -0.9 -0.2 -0.8 0.083
H -0.40212 1.54149 -1.26428 1.2 -0.1 -3.3 0.036
H -0.63925 1.34766 1.67494 0.6 1.0 -1.4 0.091
H -0.08726 2.85414 0.76735 -0.9 0.4 -0.3 0.066
H 0.88236 1.48768 0.65618 -1.5 -0.2 -0.1 0.099
```
Forces are in eV/Å.